(1)
{
  "formula": "C3H3I",
  "method": "ωB97M-V/def2-TZVPD",
  "smiles": "C=C=CI",
  "relative_energy_kj_mol": 177.0,
  "charge": 0,
  "e_homo_ev": -8.915,
  "species": ["C", "C", "C", "I", "H", "H", "H"],
  "xyz": [[-1.369, -0.636, -0.258], [-0.430, 0.169, 0.312], [0.756, 0.893, 0.216], [2.864, 0.200, -0.076], [-0.903, -1.376, -0.837], [-1.996, -1.228, 0.357], [1.078, 1.980, 0.286]],
  "atomic_forces_ev_per_a": [[2.4, 0.8, 3.2], [2.9, 1.4, -2.2], [-1.3, -0.7, 0.5], [-1.4, -0.3, 0.6], [0.5, -0.1, -2.7], [-1.2, 0.3, 1.0], [-1.8, -1.4, -0.4]],
  "mulliken_charge": [-0.630, 0.250, -0.543, 0.041, 0.289, 0.275, 0.317]
}


(2)
{
  "formula": "C3H3ClN2OS",
  "method": "ωB97M-V/def2-TZVPD",
  "relative_energy_kj_mol": 104.4,
  "charge": 0,
  "e_homo_ev": -9.653,
  "species": ["C", "C", "C", "N", "N", "O", "S", "Cl", "H", "H", "H"],
  "xyz": [[-0.611, 0.990, -0.354], [1.281, -0.427, 0.251], [-1.387, -0.371, -0.562], [2.311, -0.645, 0.902], [0.709, 0.779, -0.019], [-1.117, 2.039, -0.447], [-0.361, -1.781, -0.733], [-2.694, -0.375, 0.832], [-2.042, -0.347, -1.475], [2.553, -1.517, 1.328], [1.359, 1.656, 0.278]],
  "atomic_forces_ev_per_a": [[0.0, -3.2, -0.2], [-1.4, -1.5, 0.1], [-1.5, 0.6, -0.4], [-1.0, 0.7, -0.6], [3.0, 2.5, 0.9], [-0.8, 2.2, -0.2], [2.3, 1.6, 1.8], [1.1, -0.2, -0.8], [0.7, 0.5, 1.0], [0.0, -0.6, -0.4], [-2.4, -2.7, -0.9]],
  "mulliken_charge": [0.289, 0.320, 0.020, -0.535, -0.229, -0.474, -0.162, -0.192, 0.321, 0.296, 0.346]
}


(3)
{
  "formula": "C18H15BF2O5",
  "method": "ωB97M-V/def2-TZVPD",
  "charge": 0,
  "e_homo_ev": -8.147,
  "species": ["O", "F", "F", "O", "O", "O", "O", "C", "C", "C", "C", "C", "C", "C", "C", "C", "C", "C", "C", "C", "C", "C", "C", "B", "C", "C", "H", "H", "H", "H", "H", "H", "H", "H", "H", "H", "H", "H", "H", "H", "H"],
  "xyz": [[-1.485, 0.932, -3.079], [-5.362, -1.019, 1.107], [-3.694, -2.602, 0.763], [-2.751, -0.459, -4.344], [-4.754, -1.684, -1.034], [6.309, 0.768, 3.313], [-3.181, -0.424, 0.430], [-2.340, 0.024, -3.136], [-2.563, 0.013, -0.666], [-4.397, -1.864, -3.334], [-3.997, -1.328, -2.081], [-2.887, -0.479, -1.950], [-3.738, -1.386, -4.453], [-1.387, 0.773, -0.468], [-0.861, 0.971, 0.783], [0.445, 1.452, 1.030], [0.900, 1.567, 2.344], [4.113, 1.098, 4.247], [4.513, 1.355, 1.878], [2.707, 1.328, 3.953], [3.207, 1.683, 1.598], [5.006, 1.098, 3.173], [2.292, 1.625, 2.639], [-4.276, -1.460, 0.331], [6.757, -0.217, 2.429], [-4.175, -1.994, -5.756], [-5.329, -2.457, -3.406], [-0.913, 1.293, -1.308], [-1.560, 0.619, 1.527], [1.012, 1.980, 0.232], [0.260, 1.304, 3.212], [4.417, 1.021, 5.290], [5.258, 1.369, 1.074], [1.890, 1.305, 4.679], [2.936, 1.893, 0.576], [7.773, -0.582, 2.740], [5.988, -0.968, 2.640], [6.833, 0.027, 1.355], [-3.952, -1.354, -6.600], [-5.223, -2.201, -5.818], [-3.791, -3.020, -5.913]],
  "atomic_forces_ev_per_a": [[-1.9, -2.0, -2.2], [0.8, -0.3, -0.5], [0.2, -1.0, 0.5], [-0.4, -0.8, -1.3], [1.3, 0.8, -2.4], [0.6, 1.7, 0.9], [0.4, 1.1, -2.5], [3.2, 3.2, 0.8], [0.2, -1.1, 2.3], [0.3, 1.3, -1.1], [-1.6, -1.1, 2.2], [-2.5, -1.2, 0.3], [-1.7, -1.5, 2.1], [1.4, 2.0, 0.5], [-1.5, -0.7, -1.3], [0.0, 2.0, 2.2], [-1.4, -1.2, -1.6], [-2.0, 0.8, -0.3], [0.8, 0.6, -0.5], [1.8, 0.3, -0.6], [1.5, -0.4, 0.5], [-1.3, -0.2, -0.4], [0.4, -0.1, 1.1], [-0.8, 0.7, 1.2], [0.5, -1.7, 0.2], [1.2, 0.2, -0.8], [1.0, 0.3, 0.1], [-0.2, -0.9, 0.4], [0.6, -0.1, 0.9], [-0.4, -1.1, 0.4], [0.1, 0.1, -0.9], [0.1, -0.3, -0.4], [-0.4, 0.0, 0.2], [0.7, -0.1, 0.2], [-0.1, 0.0, 0.0], [-1.1, 0.5, 0.0], [0.6, -0.9, -1.0], [-0.3, 0.2, 0.5], [0.3, -0.1, -0.2], [-0.9, 0.4, 0.6], [0.6, 0.7, 0.1]],
  "mulliken_charge": [-0.708, -0.353, -0.307, -0.290, -0.615, -0.447, -0.531, 0.094, 0.722, -0.545, 0.776, 0.098, 0.774, -0.833, -0.178, -0.284, -0.517, -0.620, -0.114, -0.632, -0.762, 0.444, 1.267, 0.654, -0.771, -1.424, 0.338, 0.483, 0.513, 0.343, 0.277, 0.421, 0.215, 0.334, 0.239, 0.222, 0.407, 0.241, 0.374, 0.396, 0.298]
}


(4)
{
  "formula": "C4H15N2O",
  "method": "ωB97M-V/def2-TZVPD",
  "relative_energy_kj_mol": 133.9,
  "charge": 1,
  "e_homo_ev": -13.159,
  "species": ["C", "C", "C", "C", "N", "N", "H", "H", "H", "H", "H", "H", "H", "H", "H", "H", "H", "H", "H", "H", "H", "O"],
  "xyz": [[0.779, -1.450, 0.961], [1.571, -0.924, -0.226], [0.816, -0.201, -1.404], [-0.654, -0.548, -1.590], [-1.631, 0.499, -1.342], [-0.184, -0.411, 1.483], [0.218, -2.365, 0.824], [1.492, -1.628, 1.767], [2.129, -1.780, -0.602], [2.310, -0.221, 0.143], [0.918, 0.862, -1.181], [1.444, -0.459, -2.249], [-0.912, -1.450, -1.018], [-0.862, -0.958, -2.552], [-1.422, 1.050, -0.523], [-1.727, 1.116, -2.136], [-0.989, -0.261, 0.868], [0.342, 0.462, 1.562], [-0.620, -0.719, 2.353], [-1.677, 2.759, 1.593], [-0.613, 3.782, 1.537], [-0.727, 2.845, 1.732]],
  "atomic_forces_ev_per_a": [[0.3, 0.1, 0.2], [-0.6, 0.0, -0.4], [0.8, -0.4, 1.2], [-0.3, -0.7, 0.3], [-0.1, -0.3, 0.2], [-0.2, -0.3, -0.2], [-0.1, -0.1, -0.4], [-0.2, -0.1, 0.1], [0.0, -0.1, 0.0], [0.3, 0.0, 0.2], [-0.1, 0.1, -0.4], [-0.2, 0.4, -0.5], [0.0, 0.2, 0.5], [0.1, 0.1, -1.1], [0.1, 0.4, -0.2], [0.0, 0.1, 0.1], [0.3, 0.0, -0.4], [-0.5, 0.3, 0.5], [0.4, 0.4, 0.3], [-0.1, -0.2, 0.2], [0.5, 0.1, 0.1], [-0.4, -0.1, -0.3]],
  "mulliken_charge": [-0.786, -0.660, -0.240, -1.090, -0.481, -0.206, 0.450, 0.395, 0.368, 0.373, 0.353, 0.294, 0.466, 0.400, 0.127, 0.269, 0.239, 0.324, 0.383, 0.323, 0.323, -0.624]
}


(5)
{
  "formula": "C7H19N3",
  "method": "ωB97M-V/def2-TZVPD",
  "relative_energy_kj_mol": 554.3,
  "charge": 0,
  "e_homo_ev": [-6.147, -6.136],
  "species": ["C", "C", "C", "C", "N", "H", "H", "H", "H", "H", "H", "H", "H", "H", "H", "H", "C", "N", "C", "N", "C", "H", "H", "H", "H", "H", "H", "H", "H"],
  "xyz": [[1.347, -0.161, -1.038], [0.550, -1.961, 1.047], [1.818, -0.103, 1.953], [1.766, 1.250, -1.326], [0.822, -0.521, 0.971], [2.195, -0.787, -0.755], [0.825, -0.685, -1.825], [1.464, -2.506, 0.804], [0.215, -2.245, 2.052], [-0.225, -2.202, 0.323], [2.727, -0.692, 1.819], [1.463, -0.253, 2.980], [2.050, 0.953, 1.817], [1.051, 1.743, -1.981], [2.763, 1.278, -1.788], [1.828, 1.843, -0.409], [-1.570, 1.683, -0.864], [-1.650, -0.809, -0.857], [-0.907, 0.374, -0.485], [-2.995, -0.871, -0.285], [-0.400, 0.320, 0.918], [-1.705, -0.854, -1.873], [-3.654, -0.305, -0.820], [-3.300, -1.838, -0.334], [-0.908, 2.535, -0.680], [-1.819, 1.689, -1.932], [-2.502, 1.892, -0.313], [-1.130, -0.090, 1.632], [-0.119, 1.321, 1.248]],
  "atomic_forces_ev_per_a": [[-0.6, 0.1, -0.8], [0.0, 0.4, 0.0], [-0.3, -0.1, -0.1], [0.0, -0.1, -0.1], [-0.5, 0.1, 0.5], [-0.1, 0.0, 0.4], [0.0, 0.1, -0.3], [0.0, 0.0, 0.0], [0.1, -0.1, 0.0], [0.1, 0.0, 0.0], [0.0, 0.0, 0.0], [0.1, 0.0, 0.0], [0.0, 0.0, 0.0], [0.0, 0.0, 0.0], [-0.1, 0.0, 0.1], [0.0, 0.0, 0.0], [0.1, 0.0, -0.1], [-0.3, -0.2, -0.1], [0.7, -0.2, 0.5], [0.4, 0.1, -0.2], [0.3, -0.4, 0.1], [-0.1, 0.0, 0.1], [0.1, -0.1, 0.0], [0.1, 0.1, 0.0], [0.0, 0.0, 0.0], [0.0, 0.0, 0.0], [0.1, -0.1, 0.0], [0.0, 0.1, 0.0], [0.0, 0.0, 0.0]],
  "mulliken_charge": [-0.196, -1.012, -1.097, -0.990, 0.261, 0.408, 0.332, 0.348, 0.313, 0.338, 0.351, 0.343, 0.334, 0.251, 0.362, 0.197, -2.109, -0.074, 0.474, -0.652, -1.029, 0.311, 0.200, 0.237, 0.430, 0.396, 0.458, 0.408, 0.406]
}


(6)
{
  "formula": "C13H18I2IrO4SSiTi",
  "method": "ωB97M-V/def2-TZVPD",
  "relative_energy_kj_mol": 0.0,
  "s_squared": 8.84,
  "multiplicity": 6,
  "charge": 4,
  "e_homo_ev": [-22.013, -22.612],
  "species": ["I", "I", "Ti", "Ir", "S", "C", "C", "C", "C", "C", "C", "C", "C", "O", "O", "O", "O", "H", "H", "H", "H", "H", "H", "H", "H", "H", "C", "Si", "C", "C", "C", "C", "H", "H", "H", "H", "H", "H", "H", "H", "H"],
  "xyz": [[-3.079, 0.145, -2.206], [-1.849, -2.701, -0.311], [-1.331, -0.205, -0.335], [0.937, 0.865, 0.702], [0.877, -0.025, -1.383], [2.666, 1.699, 0.929], [0.134, 2.523, 0.556], [2.665, -1.250, -1.664], [2.260, -2.590, -2.227], [3.378, -1.389, -0.344], [3.422, -0.420, -2.680], [-1.063, -0.890, 2.304], [0.267, -0.992, 1.701], [-0.363, 3.571, 0.548], [3.669, 2.261, 1.042], [-1.546, -1.648, 3.143], [1.035, -1.940, 1.750], [3.162, -3.206, -2.394], [1.753, -2.512, -3.194], [1.614, -3.165, -1.557], [4.355, -1.878, -0.525], [2.778, -1.988, 0.355], [3.542, -0.399, 0.097], [4.419, -0.840, -2.886], [3.553, 0.599, -2.319], [2.867, -0.362, -3.623], [-4.462, 1.810, 3.330], [-4.222, 1.815, 1.482], [-5.592, 0.831, 0.700], [-4.096, 3.564, 0.840], [-2.685, 0.834, 1.099], [-1.768, 0.156, 1.669], [-5.507, 2.024, 3.564], [-3.838, 2.545, 3.845], [-4.212, 0.830, 3.737], [-6.547, 1.143, 1.125], [-5.598, 0.962, -0.383], [-5.434, -0.225, 0.916], [-3.161, 4.060, 1.164], [-4.147, 3.605, -0.265], [-4.947, 4.150, 1.241]],
  "atomic_forces_ev_per_a": [[-0.3, -0.2, -0.5], [-0.2, 0.1, -0.5], [-1.0, -1.0, -1.8], [0.6, -1.5, 0.4], [-0.5, 0.4, 0.0], [5.1, 3.2, 1.6], [-1.5, 5.0, -1.4], [3.0, -1.9, -0.9], [-1.6, 0.2, -0.1], [-1.2, 0.5, 0.6], [-1.2, 1.0, -0.1], [-1.8, -2.6, 3.6], [5.2, -3.8, 0.5], [1.4, -3.7, 0.3], [-3.9, -2.3, -0.7], [1.3, 1.8, -1.9], [-2.4, 2.7, -0.1], [0.0, 0.4, 0.2], [0.2, 0.0, 0.1], [0.2, 0.0, 0.1], [-0.4, 0.2, 0.0], [0.6, 0.0, -0.2], [0.5, -0.2, 0.0], [-0.3, -0.2, 0.3], [0.3, 0.1, 0.0], [0.2, -0.1, 0.0], [-0.9, 0.1, 3.7], [-0.2, 1.2, -3.3], [-0.6, -1.1, 0.9], [0.4, 0.8, 0.9], [1.9, -0.9, 1.2], [-3.0, 2.3, -0.7], [-0.2, 0.1, -0.4], [0.3, 0.5, -0.7], [0.1, -0.6, -0.7], [-0.1, 0.0, 0.0], [0.4, 0.5, -0.2], [-0.2, -0.1, 0.0], [-0.5, -0.1, -0.2], [0.0, -0.5, 0.2], [0.3, -0.3, -0.1]],
  "mulliken_charge": [0.266, 0.282, -0.294, 0.869, 0.028, 0.659, 0.525, 1.034, -1.356, -1.364, -1.368, 0.423, 0.025, -0.272, -0.191, -0.353, -0.261, 0.446, 0.416, 0.353, 0.522, 0.322, 0.230, 0.455, 0.406, 0.451, -0.664, -0.203, -0.797, -0.842, 0.429, 0.336, 0.418, 0.378, 0.407, 0.442, 0.319, 0.365, 0.390, 0.372, 0.396]
}


no.,DFT total energy (eV)
1,-11255.9746
2,-31543.4520
3,-35260.3434
4,-9412.2739
5,-12032.0544
6,-82778.2581